[1]
ORCA calculation (ωB97M-V/def2-TZVPD) on a structure of composition C38H46BFN6O4P2S2V.

Its net charge is +3. The relative energy (zero: lowest compared OMol25 entry of this formula, charge and spin) comes out at 0.022 eV. The spin multiplicity is 1. The orbital gap (alpha / beta) is 7.942 / 7.819 eV. The calculation puts the LUMO energy (alpha / beta) at -7.86 / -7.98 eV.

Last column: Mulliken charge in e.
Positions of all 101 atoms, in Å:
V -1.455 0.477 0.646  0.31
C 3.733 -0.871 -3.326  -0.69
N 4.711 -0.442 -2.340  0.27
C 6.065 -0.383 -2.544  -0.56
C 6.621 0.083 -1.391  -0.48
N 5.619 0.289 -0.487  0.15
B 5.808 0.626 1.034  0.41
N 5.138 2.004 1.420  0.16
C 5.716 2.785 2.391  -0.59
C 4.872 3.802 2.694  -0.42
N 3.757 3.633 1.913  0.13
C 2.586 4.494 1.885  -0.81
C 3.946 2.534 1.155  -0.08
S 2.776 2.110 -0.090  -0.05
C 4.473 -0.034 -1.079  -0.52
S 2.924 0.069 -0.270  0.18
H 3.681 -0.148 -4.139  0.33
H 2.757 -0.958 -2.857  0.12
H 4.026 -1.833 -3.740  0.36
H 6.520 -0.678 -3.474  0.53
H 7.654 0.267 -1.149  0.51
H 5.267 -0.234 1.670  -0.09
H 6.975 0.731 1.235  -0.14
H 6.686 2.549 2.794  0.50
H 4.972 4.619 3.387  0.47
H 2.622 5.165 2.738  0.33
H 1.684 3.888 1.950  0.27
H 2.558 5.087 0.971  0.35
O -2.851 0.018 -0.156  0.80
P -4.324 0.558 -0.189  1.30
C -4.433 1.606 -1.643  0.72
C -4.143 2.970 -1.594  -0.38
C -4.218 3.724 -2.755  -1.00
C -4.564 3.117 -3.957  -0.62
C -4.820 1.753 -4.011  -0.89
C -4.767 0.994 -2.853  -0.69
C -4.497 1.506 1.324  0.60
C -5.363 2.597 1.386  -0.40
C -5.458 3.329 2.560  -0.89
C -4.693 2.974 3.663  -0.69
C -3.854 1.867 3.615  -1.00
C -3.763 1.121 2.452  -0.12
C -5.450 -0.815 -0.302  0.72
C -6.774 -0.647 0.102  -0.79
C -7.673 -1.684 -0.081  -0.66
C -7.249 -2.874 -0.660  -0.67
C -5.926 -3.039 -1.053  -0.84
C -5.016 -2.009 -0.883  -0.20
H -3.886 3.446 -0.655  0.53
H -4.025 4.788 -2.721  0.52
H -4.654 3.716 -4.854  0.48
H -5.071 1.281 -4.951  0.49
H -5.003 -0.063 -2.883  0.39
H -5.955 2.871 0.521  0.56
H -6.128 4.177 2.613  0.47
H -4.766 3.550 4.576  0.46
H -3.294 1.573 4.493  0.50
H -3.193 0.189 2.460  0.30
H -7.089 0.285 0.558  0.39
H -8.704 -1.562 0.222  0.46
H -7.956 -3.679 -0.806  0.45
H -5.605 -3.970 -1.500  0.49
H -3.983 -2.127 -1.185  0.47
N -0.701 6.276 -1.040  -0.42
C -0.661 5.161 -1.314  -0.42
C -0.627 3.767 -1.635  0.38
C -0.488 3.319 -2.950  -0.42
C -0.465 1.954 -3.183  -1.38
C -0.581 1.080 -2.116  -0.32
N -0.727 1.516 -0.856  0.95
C -0.742 2.833 -0.618  -0.40
H -0.399 4.029 -3.761  0.68
H -0.357 1.571 -4.188  0.63
H -0.550 0.006 -2.248  0.44
H -0.854 3.161 0.410  0.67
C 1.542 -2.564 3.701  -1.47
C 1.084 -1.600 2.631  0.46
O 0.062 -2.272 1.841  -0.32
P -0.736 -1.716 0.590  1.09
O 0.037 -2.074 -0.743  -0.21
C 0.504 -3.446 -0.996  -0.31
C 1.959 -3.596 -0.607  -0.60
O -1.948 -2.725 0.565  -0.38
C -2.752 -3.050 1.737  -0.01
C -2.716 -4.545 1.953  -1.57
H 2.389 -2.137 4.237  0.42
H 1.851 -3.508 3.252  0.33
H 0.744 -2.763 4.415  0.36
H 1.909 -1.317 1.979  -0.07
H 0.652 -0.701 3.069  0.23
H 0.359 -3.605 -2.062  0.50
H -0.127 -4.144 -0.450  0.18
H 2.596 -2.959 -1.222  -0.03
H 2.264 -4.632 -0.752  0.48
H 2.108 -3.341 0.442  0.08
H -3.762 -2.701 1.525  0.26
H -2.360 -2.521 2.609  0.40
H -3.038 -5.062 1.049  0.31
H -3.383 -4.822 2.769  0.46
H -1.705 -4.865 2.203  0.31
F -0.400 1.098 1.737  -0.51

---

[2]
ORCA calculation (ωB97M-V/def2-TZVPD) on a cluster of 2 separate species, C4H11N2O in total.

Its net charge is +1. The relative energy (zero: lowest compared OMol25 entry of this formula, charge and spin) comes out at 2.662 eV. The spin multiplicity is 1. The orbital gap is 9.533 eV. The calculation puts the LUMO energy at -3.55 eV.

Last column: Mulliken charge in e.
Positions of all 18 atoms, in Å:
O -0.428 -1.787 2.684  -0.45
C 0.604 -1.090 2.772  0.12
C 1.131 -0.259 1.601  -0.55
N 0.332 -0.386 0.374  -0.17
H 0.963 -0.799 3.707  0.40
H 1.072 0.819 1.848  0.36
H 2.116 -0.599 1.381  0.35
H 0.378 0.405 -0.263  0.35
H 0.619 -1.173 -0.139  0.37
H -0.662 -0.524 0.604  0.38
C -1.727 0.855 -2.886  -0.73
C -0.407 0.778 -2.630  -0.03
N 0.323 1.566 -1.646  -0.76
H -2.308 1.699 -2.484  0.21
H -2.232 0.130 -3.482  0.29
H 0.213 0.113 -3.233  0.34
H -0.173 2.486 -1.645  0.26
H 1.251 1.779 -2.005  0.25

---

[3]
ORCA calculation (ωB97M-V/def2-TZVPD) on a cluster of 7 separate species, C17H47Cl6O20P5 in total.

Its net charge is 0. Its SMILES is COP(=O)(OC)OC.COP(=O)(OC)OC.COP(=O)(OC)OC.COP(=O)(OC)OC.COP(=O)(OC)OC.ClC(Cl)Cl.ClC(Cl)Cl. The relative energy (zero: lowest compared OMol25 entry of this formula, charge and spin) comes out at 3.985 eV. The spin multiplicity is 1. The orbital gap is 10.582 eV. The calculation puts the LUMO energy at 0.13 eV.

Last column: Mulliken charge in e.
Positions of all 95 atoms, in Å:
C -3.351 -5.361 -11.012  -0.65
O -2.475 -4.913 -10.039  -0.38
P -0.866 -4.988 -10.308  1.08
O -0.087 -4.425 -9.201  -0.67
O -0.621 -6.589 -10.677  -0.32
C 0.670 -7.135 -10.909  -0.66
O -0.715 -4.186 -11.708  -0.29
C 0.587 -3.915 -12.253  -0.66
H -4.101 -6.000 -10.546  0.26
H -2.905 -5.934 -11.824  0.32
H -3.898 -4.501 -11.399  0.26
H 0.907 -7.373 -11.946  0.27
H 0.871 -8.055 -10.360  0.28
H 1.401 -6.429 -10.515  0.30
H 0.772 -4.567 -13.107  0.24
H 1.359 -4.012 -11.490  0.34
H 0.457 -2.961 -12.764  0.28
C 7.846 -14.463 -21.699  -0.66
O 7.981 -13.357 -20.837  -0.31
P 8.709 -13.679 -19.389  1.04
O 7.936 -14.665 -18.600  -0.67
O 10.147 -14.236 -19.848  -0.30
C 11.145 -13.396 -20.451  -0.64
O 8.991 -12.237 -18.703  -0.28
C 8.212 -11.972 -17.546  -0.72
H 6.864 -14.287 -22.137  0.24
H 7.976 -15.438 -21.228  0.33
H 8.662 -14.360 -22.414  0.24
H 10.653 -12.699 -21.130  0.32
H 11.793 -14.049 -21.036  0.25
H 11.802 -12.873 -19.756  0.26
H 8.724 -12.206 -16.613  0.27
H 7.246 -12.477 -17.544  0.34
H 7.942 -10.916 -17.578  0.28
C -1.346 -6.272 -21.582  -0.62
O -1.756 -5.875 -20.274  -0.31
P -0.727 -5.411 -19.112  1.03
O -0.374 -3.959 -19.076  -0.72
O 0.528 -6.404 -19.205  -0.28
C 1.378 -6.530 -18.058  -0.64
O -1.523 -5.860 -17.750  -0.31
C -1.987 -7.218 -17.668  -0.69
H -1.652 -7.281 -21.857  0.26
H -0.276 -6.102 -21.701  0.31
H -1.913 -5.843 -22.408  0.27
H 0.894 -6.169 -17.150  0.31
H 2.251 -5.927 -18.306  0.26
H 1.647 -7.583 -17.980  0.24
H -1.821 -7.553 -16.644  0.30
H -1.529 -7.919 -18.366  0.31
H -3.065 -7.373 -17.694  0.29
C 9.491 -5.518 -16.667  -0.61
O 8.136 -5.439 -16.245  -0.32
P 7.735 -5.070 -14.669  1.05
O 6.338 -5.391 -14.271  -0.67
O 8.829 -5.943 -13.783  -0.32
C 8.434 -6.885 -12.777  -0.64
O 8.237 -3.539 -14.465  -0.26
C 7.370 -2.499 -14.935  -0.74
H 10.216 -5.157 -15.938  0.31
H 9.397 -4.864 -17.534  0.27
H 9.739 -6.539 -16.959  0.23
H 9.052 -6.748 -11.889  0.26
H 8.752 -7.861 -13.143  0.26
H 7.371 -6.883 -12.535  0.30
H 6.351 -2.825 -15.142  0.32
H 7.731 -2.180 -15.912  0.29
H 7.224 -1.611 -14.320  0.26
C 7.200 0.424 -9.156  -0.68
O 7.971 -0.729 -9.202  -0.32
P 7.957 -1.971 -8.139  1.00
O 9.052 -2.982 -8.299  -0.68
O 7.885 -1.179 -6.721  -0.28
C 8.964 -0.479 -6.187  -0.77
O 6.429 -2.543 -8.294  -0.22
C 5.908 -3.478 -7.303  -0.68
H 6.536 0.515 -10.016  0.28
H 7.808 1.328 -9.122  0.29
H 6.489 0.422 -8.330  0.31
H 8.751 0.567 -5.968  0.29
H 9.793 -0.369 -6.887  0.33
H 9.411 -0.953 -5.313  0.30
H 4.977 -3.061 -6.921  0.26
H 6.568 -3.815 -6.504  0.32
H 5.714 -4.348 -7.930  0.27
Cl 13.720 -5.911 -21.579  -0.10
C 14.689 -7.274 -22.177  0.04
Cl 14.887 -8.497 -20.852  -0.12
Cl 16.322 -6.763 -22.708  -0.11
H 14.146 -7.762 -22.986  0.30
Cl 13.311 -11.812 -13.095  -0.12
C 14.243 -10.328 -12.898  0.05
Cl 13.615 -9.508 -11.539  -0.10
Cl 14.081 -9.268 -14.340  -0.12
H 15.284 -10.616 -12.751  0.29

---

[4]
ORCA calculation (ωB97M-V/def2-TZVPD) on a structure of composition C18H27ClNRh.

Its net charge is +2. The spin multiplicity is 5. The orbital gap (alpha / beta) is 5.116 / 6.473 eV. The calculation puts the LUMO energy (alpha / beta) at -7.05 / -10.18 eV.

Last column: Mulliken charge in e.
Positions of all 48 atoms, in Å:
C 1.264 1.965 0.154  -0.85
H 1.537 2.331 1.134  0.67
H 2.034 2.201 -0.584  0.62
H 1.702 0.901 0.461  0.32
C 0.067 2.815 -0.316  0.08
H -0.624 2.272 -0.979  0.05
H -0.591 3.109 0.528  0.34
C 0.498 4.094 -1.038  -1.59
H -0.308 4.709 -1.361  0.42
H 1.114 4.692 -0.381  0.40
H 1.083 3.854 -1.908  0.37
C -0.403 -1.986 -0.671  -0.31
C -0.816 -0.992 -1.566  1.29
C 0.427 -0.338 -2.058  0.49
C 1.509 -0.971 -1.467  0.10
C 1.046 -1.984 -0.623  1.13
C 1.891 -2.913 0.238  -1.56
C 2.923 -0.667 -1.769  -1.41
C 0.456 0.755 -3.098  -1.27
C -2.188 -0.549 -1.846  -1.49
C -1.316 -2.886 0.111  -1.20
Rh 0.299 -0.194 -0.025  -0.11
H 3.571 -0.943 -0.921  0.38
H 3.292 -1.230 -2.651  0.36
H 3.075 0.397 -1.973  0.31
H 2.857 -2.464 0.375  0.38
H 1.416 -3.055 1.201  0.35
H 1.983 -3.852 -0.301  0.36
H -2.227 -2.346 0.348  0.31
H -1.528 -3.776 -0.485  0.36
H -0.819 -3.189 1.050  0.30
H -2.197 0.474 -2.247  0.30
H -2.662 -1.228 -2.575  0.36
H -2.763 -0.559 -0.906  0.34
H 1.302 1.426 -2.901  0.31
H 0.610 0.307 -4.086  0.35
H -0.463 1.335 -3.090  0.31
Cl -3.934 1.613 3.414  -0.03
C -2.525 0.603 3.301  0.14
C -2.092 -0.242 4.302  -0.35
C -0.973 -0.989 4.122  -0.66
C -0.269 -0.905 2.926  -0.23
N -0.721 -0.131 1.932  0.16
C -1.802 0.674 2.094  -0.56
H -2.710 -0.297 5.231  0.40
H -0.576 -1.703 4.860  0.43
H 0.667 -1.480 2.742  0.49
H -2.115 1.342 1.303  0.64

---

Among the records above, which one has the highest net charge?
C38H46BFN6O4P2S2V

---

net charge of number 4 (C18H27ClNRh)?
+2

---

The highest net charge belongs to which entry?
C38H46BFN6O4P2S2V

---

Among the records above, which one has the highest net charge?
C38H46BFN6O4P2S2V